ORCA calculation (the ωB97M-V functional and the def2-TZVPD basis) on a molecular structure, C25H22BrF6MnN3O2PSb.

XYZ file:
```
62
Properties=species:S:1:pos:R:3:forces:R:3:nbo_charge:R:1
Mn -1.3307 -0.0905 0.6056 -0.5 0.3 0.0 1.2503
C -0.4797 2.9842 2.3793 0.0 0.0 0.0 -0.6362
C 0.5958 2.2060 1.6827 0.0 0.0 0.1 0.2183
C 1.8959 2.5771 1.7070 0.0 -0.2 -0.1 -0.3272
C 2.9555 1.7637 1.0662 -0.1 0.1 0.1 0.0275
C 2.4525 0.4727 0.4248 -0.3 0.3 -0.2 -0.0161
C 1.0177 0.4183 0.1898 0.4 -0.4 -0.4 -0.2533
N 0.1598 1.1391 0.9414 0.0 -0.1 0.0 -0.6134
Sb 0.4720 -0.6711 -1.6223 -0.1 0.2 0.0 1.0994
C -1.0255 0.8582 -2.0517 0.1 -0.1 0.1 -0.0643
C -1.1685 1.5729 -3.2235 0.0 0.0 0.0 -0.2584
C -2.1956 2.5048 -3.3158 0.0 0.0 0.0 -0.1264
C -3.0377 2.6954 -2.2371 0.0 0.0 0.0 -0.2306
C -2.8423 1.9595 -1.0737 0.0 0.0 0.0 0.2379
C -3.7097 2.1557 0.1340 0.0 0.0 -0.1 -0.6388
N -1.8518 1.0620 -1.0040 0.0 0.0 0.1 -0.5426
C -1.2314 -2.0038 -1.1794 0.2 -0.1 -0.2 -0.0576
C -1.3346 -3.1511 -1.9379 0.0 0.0 0.0 -0.2628
C -2.4741 -3.9373 -1.7928 0.0 0.0 0.0 -0.1181
C -3.4475 -3.5673 -0.8891 0.0 0.0 0.0 -0.2233
C -3.2670 -2.4250 -0.1158 0.1 0.0 0.2 0.2850
C -4.2197 -2.0362 0.9714 0.0 -0.1 -0.1 -0.6438
N -2.1838 -1.6673 -0.2935 0.1 0.1 0.0 -0.5689
H -0.0686 3.6020 3.1741 0.0 0.0 0.0 0.2373
H -1.2134 2.3017 2.8109 0.0 0.0 0.0 0.2193
H -0.9938 3.6358 1.6691 0.0 0.0 0.0 0.2242
H 2.1949 3.4800 2.2194 0.0 0.0 0.0 0.2339
H 3.6320 2.3147 0.4164 -0.1 0.1 0.0 0.2304
H 3.0481 0.1568 -0.4287 0.0 0.0 0.1 0.2282
H -0.4966 1.4014 -4.0533 0.0 0.0 0.0 0.2361
H -2.3359 3.0727 -4.2261 0.0 0.0 0.0 0.2370
H -3.8482 3.4099 -2.2833 0.0 0.0 0.0 0.2359
H -4.7640 2.1510 -0.1405 0.0 0.0 0.0 0.2483
H -3.4942 3.1144 0.6077 0.0 0.0 0.0 0.2466
H -3.5457 1.3658 0.8686 0.0 0.0 0.0 0.1996
H -0.5485 -3.4322 -2.6258 0.0 0.0 0.0 0.2352
H -2.5887 -4.8392 -2.3796 0.0 0.0 0.0 0.2363
H -4.3370 -4.1656 -0.7477 0.0 0.0 0.0 0.2364
H -4.2152 -2.8005 1.7495 0.0 0.0 0.0 0.2616
H -5.2367 -1.9440 0.5904 0.0 0.0 0.0 0.2389
H -3.9199 -1.0928 1.4254 0.0 0.0 0.0 0.2016
F -0.8473 -1.2226 2.1407 -0.2 0.0 0.3 -0.6318
P -0.1733 -2.8250 2.5087 0.2 0.1 -0.2 2.6245
F 1.0036 -2.0201 3.2394 0.0 0.1 0.0 -0.5810
F -1.0397 -2.7934 3.8338 -0.1 0.1 0.0 -0.5600
F 0.4728 -4.2197 2.8111 0.1 -0.2 0.1 -0.5578
F 0.6245 -2.6785 1.0991 -0.1 0.1 0.1 -0.5886
F -1.4126 -3.4611 1.7089 0.0 0.1 0.0 -0.5803
Br 6.7614 -0.1471 1.6237 0.0 0.0 0.0 0.0938
C 5.9035 -0.7978 3.1781 -0.1 0.0 0.0 -0.0718
C 6.6549 -1.4319 4.1479 0.0 0.0 0.0 -0.2208
C 6.0191 -1.9627 5.2616 0.0 0.0 0.0 -0.1563
C 4.6419 -1.8781 5.3959 0.0 0.0 0.0 -0.1991
C 3.8847 -1.2557 4.4188 -0.1 0.0 -0.1 -0.1625
C 4.5166 -0.7044 3.3099 0.3 0.0 0.1 -0.1423
C 3.7435 0.0066 2.2827 -0.2 0.0 -0.1 0.8634
O 3.8854 1.2711 2.1449 0.2 0.1 0.1 -0.4093
O 2.9320 -0.5766 1.5079 0.1 -0.2 0.2 -0.4089
H 7.7255 -1.5163 4.0272 0.0 0.0 0.0 0.2418
H 6.6091 -2.4547 6.0229 0.0 0.0 0.0 0.2342
H 4.1508 -2.3029 6.2599 0.0 0.0 0.0 0.2368
H 2.8105 -1.1983 4.5125 -0.1 0.0 0.0 0.2527
```
Positions in Å, forces in eV/Å.

## Properties
Relative energy (zero: lowest compared OMol25 entry of this formula, charge and spin) = 84.7 kcal/mol
Charge = +1
⟨S²⟩ = 6.033
M = 798.03 g mol⁻¹
Frontier orbital gap (spin up / spin down) = 0.2596 / 0.2643 Eh
Spin multiplicity = 5

=====

ORCA calculation (the ωB97M-V functional and the def2-TZVPD basis) on a molecular structure, C19H17InNO3S in a non-equilibrium geometry.

XYZ file:
```
42
Properties=species:S:1:pos:R:3:forces:R:3:mulliken_charge:R:1
In 8.4898 10.0234 10.2994 -0.7 0.3 0.5 1.1404
C 15.2875 7.6417 8.3850 0.4 -2.4 1.5 -0.8777
O 14.1464 8.3789 8.1600 -1.3 -0.1 0.5 -0.3840
C 12.9757 7.9576 8.7786 2.5 1.4 -1.1 0.8951
C 12.8278 6.6532 9.3347 -0.5 2.0 -0.7 -1.0242
C 11.5652 6.3528 9.7603 -0.4 0.0 0.5 -0.9748
C 10.5961 7.3909 9.8612 -2.1 0.1 -0.3 0.2014
C 9.2366 7.0554 10.4103 1.1 1.5 -0.9 1.4160
C 8.9082 5.6413 10.6614 -0.5 0.4 -0.7 -1.5170
O 8.3020 7.8951 10.6530 1.2 -0.2 -0.2 -0.7210
C 10.8355 8.6703 9.1993 -1.9 0.2 -0.2 0.7588
O 9.8310 9.5345 8.8604 0.1 -0.3 1.3 -0.8014
C 12.0458 9.0001 8.6755 0.5 -1.6 0.3 -0.5825
H 16.1707 8.0476 7.9908 0.7 1.1 -1.1 0.2986
H 15.2069 6.6043 8.0327 -0.1 0.2 -0.3 0.3157
H 15.5222 7.5367 9.4491 -0.3 0.2 0.2 0.3866
H 13.6834 6.0276 9.3921 0.2 -0.7 -0.2 0.4592
H 11.3165 5.3004 9.9861 0.2 0.9 0.3 0.3110
H 9.4764 5.3413 11.5292 -0.1 -0.5 0.3 0.4078
H 9.2633 5.1168 9.7555 -0.6 -0.3 0.7 0.4173
H 7.8147 5.6423 10.8156 0.7 -0.6 0.0 0.3327
H 12.2530 9.9355 8.1339 -0.1 -0.7 0.4 0.4231
C 6.3358 8.9204 7.6873 1.0 -1.3 1.6 -1.1852
C 5.9505 10.2200 8.3347 0.4 0.4 0.9 0.9098
C 5.0472 10.9860 7.6113 -0.4 2.3 -0.3 -0.7721
C 4.6348 12.2469 8.1426 -1.4 -2.8 -1.5 -0.3336
C 5.0852 12.5971 9.4004 0.9 1.1 0.3 1.1834
C 4.6628 13.8779 9.8499 0.5 0.1 -0.2 -0.9328
C 5.2967 14.3984 10.9291 -1.8 1.5 2.1 -0.4741
C 6.3156 13.7845 11.6380 0.3 -3.5 -2.2 -0.7060
C 6.7595 12.4783 11.2255 -1.3 1.3 -0.7 0.4018
S 8.0719 11.7450 12.0451 1.3 -1.4 0.0 -0.3354
C 6.1254 11.8308 10.0914 -1.6 1.6 -0.6 0.1014
N 6.4603 10.6062 9.5680 0.3 0.0 -1.6 -0.3576
H 6.9498 9.0155 6.7782 -0.1 0.3 0.5 0.3130
H 5.4383 8.3709 7.3985 0.0 0.1 0.0 0.4633
H 6.8728 8.2579 8.4472 -0.5 0.8 -1.1 0.1097
H 4.7964 10.6704 6.5717 0.0 0.2 1.2 0.3629
H 3.7818 12.8377 7.6699 1.6 -0.7 0.5 0.3118
H 3.9668 14.5227 9.2773 0.2 -0.9 0.5 0.2857
H 4.8078 15.2304 11.4971 0.8 -0.1 -1.2 0.2940
H 6.7376 14.2845 12.4572 0.7 0.3 1.0 0.4792
```
Positions in Å, forces in eV/Å.

## Properties
Charge = +1
M = 454.23 g mol⁻¹
Frontier orbital gap = 0.2659 Eh